Record 1
The following is a quantum chemistry calculation of a cluster of 2 separate species, CO4S in total, from the Open Molecules 2025 dataset.

## Properties
E_HOMO = -12.0 eV
Frontier orbital gap = 10.911 eV
ΔE to the lowest compared entry with this formula, charge and spin = 0.3 kcal/mol
Energy = -20062.48904 eV
Spin multiplicity = 1
E_LUMO = -1.067 eV

Last column: Mulliken charge in e.
Geometry (Å):
C1 -1.92 -0.47 -0.66  0.686
O1 -2.70 -1.15 -1.15  -0.338
O2 2.75 -0.57 1.06  -0.377
O3 -1.13 0.19 -0.18  -0.349
O4 2.52 1.86 0.97  -0.375
S1 2.26 0.59 0.37  0.752


Record 2
The following is a quantum chemistry calculation of the ion CO4S2 with charge -2, from the Open Molecules 2025 dataset.

## Properties
E_HOMO = 0.0 eV
Frontier orbital gap = 6.018 eV
Charge = -2
ΔE to the lowest compared entry with this formula, charge and spin = 6.8 kcal/mol
Energy = -30897.06668 eV
Spin multiplicity = 1
E_LUMO = 6.020 eV

Last column: Mulliken charge in e.
Geometry (Å):
O1 -1.54 -0.57 0.91  -0.690
S1 -0.74 0.28 0.02  1.060
O2 -1.18 0.20 -1.39  -0.702
O3 -0.70 1.68 0.50  -0.686
C1 0.96 -0.42 0.01  0.245
O4 0.95 -1.76 0.06  -0.655
S2 2.26 0.59 -0.10  -0.571


Record 3
The following is a quantum chemistry calculation of a structure of composition CS4, from the Open Molecules 2025 dataset.

## Properties
E_HOMO = -8.3 eV
Frontier orbital gap = 6.693 eV
ΔE to the lowest compared entry with this formula, charge and spin = 23.2 kcal/mol
Energy = -44376.09682 eV
Spin multiplicity = 1
E_LUMO = -1.649 eV

Last column: Mulliken charge in e.
Geometry (Å):
C1 0.77 -0.08 -0.04  0.312
S1 2.32 0.23 -0.05  -0.148
S2 -0.87 1.49 0.10  -0.168
S3 -0.26 -1.40 0.12  0.023
S4 -1.97 -0.24 -0.13  -0.018


Record 4
The following is a quantum chemistry calculation of a structure of composition CaH12NO9, from the Open Molecules 2025 dataset.

## Properties
E_HOMO = -11.7 eV
Frontier orbital gap = 8.105 eV
Charge = +1
ΔE to the lowest compared entry with this formula, charge and spin = 0.4 kcal/mol
Energy = -38546.49825 eV
Spin multiplicity = 1
E_LUMO = -3.574 eV

Last column: Mulliken charge in e.
Geometry (Å):
Ca1 0.07 0.01 -0.41  2.033
N1 -0.66 0.43 3.05  0.887
O1 -0.14 0.83 4.06  -0.537
O2 -1.69 -0.25 3.05  -0.648
O3 -0.07 0.64 1.89  -0.716
O4 -1.74 0.54 -1.99  -0.593
H1 -2.52 0.03 -2.27  0.268
H2 -1.81 1.39 -2.45  0.278
O5 2.18 1.10 -0.88  -0.569
H3 2.35 2.05 -1.01  0.250
H4 3.05 0.68 -1.01  0.266
O6 0.61 -1.56 -2.08  -0.537
H5 0.04 -2.35 -2.05  0.299
H6 1.20 -1.71 -2.84  0.268
O7 1.63 -1.35 0.66  -0.477
H7 2.00 -1.21 1.54  0.264
H8 1.97 -2.21 0.35  0.273
O8 -0.45 2.33 -0.25  -0.558
H9 -0.92 2.54 0.58  0.293
H10 0.06 3.13 -0.46  0.266
O9 -1.42 -1.59 0.61  -0.572
H11 -1.39 -1.81 1.55  0.283
H12 -2.35 -1.65 0.37  0.278


Record 5
The following is a quantum chemistry calculation of a structure of composition CaH2O, from the Open Molecules 2025 dataset.

## Properties
E_HOMO = -17.2 eV
Frontier orbital gap = 4.874 eV
Charge = +2
ΔE to the lowest compared entry with this formula, charge and spin = 51.2 kcal/mol
Energy = -20498.71003 eV
Spin multiplicity = 1
E_LUMO = -12.368 eV

Last column: Mulliken charge in e.
Geometry (Å):
O1 1.79 1.75 4.47  -0.659
H1 1.39 2.14 5.27  0.357
H2 1.55 0.79 4.52  0.309
Ca1 0.00 0.00 0.00  1.993


Record 6
The following is a quantum chemistry calculation of a structure of composition CaI, from the Open Molecules 2025 dataset.

## Properties
E_HOMO = -14.4 eV
Frontier orbital gap = 8.964 eV
Charge = +1
ΔE to the lowest compared entry with this formula, charge and spin = 96.2 kcal/mol
Energy = -26529.26253 eV
Spin multiplicity = 1
E_LUMO = -5.464 eV

Last column: Mulliken charge in e.
Geometry (Å):
Ca1 -1.03 0.04 0.12  1.273
I1 1.03 -0.04 -0.12  -0.273


Record 7
The following is a quantum chemistry calculation of a structure of composition CdF6H42O21P, from the Open Molecules 2025 dataset.

## Properties
E_HOMO = -12.5 eV
Frontier orbital gap = 9.293 eV
Charge = +1
Energy = -73840.24726 eV
Spin multiplicity = 1
E_LUMO = -3.174 eV

Last column: Mulliken charge in e.
Geometry (Å):
Cd1 0.48 0.23 -0.03  2.151
P1 -3.98 -0.45 3.73  1.195
F1 -4.14 -1.65 2.69  -0.340
F2 -4.42 -1.41 4.97  -0.378
F3 -2.43 -0.97 3.84  -0.345
F4 -3.78 0.81 4.72  -0.362
F5 -3.62 0.52 2.48  -0.443
F6 -5.50 -0.07 3.53  -0.361
O1 4.43 -1.75 0.27  -0.523
H1 4.96 -2.53 0.42  0.260
H2 5.07 -1.04 0.19  0.248
O2 -3.10 -0.46 -2.31  -0.560
H3 -3.82 -0.94 -2.72  0.290
H4 -3.33 -0.42 -1.38  0.237
O3 -2.68 1.96 -3.65  -0.630
H5 -2.93 1.59 -4.50  0.280
H6 -2.78 1.23 -3.04  0.373
O4 0.98 1.71 1.35  -0.499
H7 1.81 1.63 1.81  0.166
H8 0.50 2.39 1.83  0.269
O5 0.47 -2.13 3.47  -0.802
H9 0.72 -3.02 3.22  0.300
H10 -0.43 -2.21 3.77  0.289
O6 -0.77 1.64 -1.03  -0.193
H11 -0.75 2.17 -1.82  0.144
H12 -1.52 1.98 -0.54  0.117
O7 -0.74 -3.14 0.45  -0.468
H13 -0.15 -3.44 1.14  0.172
H14 -1.18 -3.94 0.14  0.222
O8 0.88 1.37 -3.98  -0.572
H15 0.49 0.81 -4.66  0.246
H16 1.74 0.98 -3.82  0.263
O9 -1.58 -2.64 -3.31  -0.554
H17 -1.35 -2.36 -4.19  0.298
H18 -2.54 -2.58 -3.29  0.215
O10 -3.07 2.80 -0.26  -0.544
H19 -3.46 3.66 -0.41  0.253
H20 -3.80 2.19 -0.37  0.267
O11 2.94 -0.28 -3.48  -0.605
H21 3.75 0.06 -3.86  0.267
H22 2.91 -1.20 -3.75  0.223
O12 -0.66 3.37 -3.37  -0.741
H23 -0.14 2.80 -3.93  0.351
H24 -1.54 3.00 -3.40  0.433
O13 4.69 1.60 0.10  -0.559
H25 5.47 1.35 -0.39  0.268
H26 4.83 2.52 0.32  0.255
O14 0.22 -1.10 -1.53  0.060
H27 0.88 -1.71 -1.85  -0.017
H28 -0.61 -1.43 -1.89  -0.002
O15 3.06 0.97 3.13  -0.611
H29 3.70 0.27 3.20  0.293
H30 2.27 0.62 3.55  0.343
O16 -1.34 -0.45 0.88  0.149
H31 -1.37 -1.41 0.81  0.180
H32 -2.01 -0.24 1.53  -0.135
O17 0.80 0.40 4.49  -0.666
H33 0.55 -0.50 4.26  0.350
H34 0.08 0.72 5.02  0.310
O18 1.51 -1.14 1.21  -0.100
H35 2.31 -1.62 0.97  0.151
H36 1.29 -1.47 2.09  0.121
O19 1.38 -3.91 -2.62  -0.596
H37 1.85 -4.15 -1.82  0.288
H38 0.68 -4.57 -2.69  0.296
O20 0.03 3.99 2.57  -0.555
H39 -0.73 4.42 2.19  0.271
H40 0.46 4.68 3.07  0.254
O21 2.32 0.58 -1.04  -0.428
H41 3.10 0.85 -0.56  0.251
H42 2.63 0.42 -1.93  0.220


Record 8
The following is a quantum chemistry calculation of a structure of composition CdI, from the Open Molecules 2025 dataset.

## Properties
E_HOMO = -14.6 eV
Frontier orbital gap = 5.317 eV
Charge = +1
ΔE to the lowest compared entry with this formula, charge and spin = 46.9 kcal/mol
Energy = -12654.69945 eV
Spin multiplicity = 1
E_LUMO = -9.274 eV

Last column: Mulliken charge in e.
Geometry (Å):
Cd1 -1.73 0.57 -0.24  0.840
I1 1.73 -0.57 0.24  0.160


Record 9
The following is a quantum chemistry calculation of the molecule Cl12Si6, from the Open Molecules 2025 dataset.

## Properties
E_HOMO = -10.0 eV
Frontier orbital gap = 8.135 eV
Energy = -197552.69670 eV
Spin multiplicity = 1
E_LUMO = -1.830 eV

Last column: Mulliken charge in e.
Geometry (Å):
Cl1 2.63 -2.50 1.77  -0.239
Si1 1.08 -1.13 1.67  0.525
Cl2 0.51 -0.93 3.68  -0.255
Si2 1.95 0.79 0.79  0.481
Cl3 2.67 2.20 2.12  -0.249
Cl4 3.69 0.14 -0.22  -0.259
Si3 0.56 2.13 -0.54  0.491
Cl5 -0.47 3.50 0.68  -0.249
Cl6 1.78 3.35 -1.77  -0.261
Si4 -0.94 0.95 -1.93  0.548
Cl7 -2.37 2.25 -2.70  -0.257
Cl8 0.09 0.36 -3.64  -0.260
Si5 -2.03 -0.72 -0.73  0.514
Cl9 -3.39 -1.95 -1.69  -0.257
Cl10 -3.20 0.26 0.63  -0.231
Si6 -0.69 -2.06 0.51  0.472
Cl11 -0.02 -3.61 -0.65  -0.249
Cl12 -1.84 -3.04 2.01  -0.266


Record 10
The following is a quantum chemistry calculation of a cluster of 2 separate species, Cl2F2 in total, from the Open Molecules 2025 dataset.

## Properties
E_HOMO = -11.8 eV
Frontier orbital gap = 10.629 eV
ΔE to the lowest compared entry with this formula, charge and spin = 0.0 kcal/mol
Energy = -30475.33419 eV
Spin multiplicity = 1
E_LUMO = -1.190 eV

Last column: Mulliken charge in e.
Geometry (Å):
F1 -1.74 0.87 0.08  -0.163
Cl1 -2.64 -0.49 -0.05  0.167
F2 2.77 -0.77 0.06  -0.179
Cl2 1.62 0.39 -0.09  0.175


Record 11
The following is a quantum chemistry calculation of the molecule Cl2FH, from the Open Molecules 2025 dataset.

## Properties
E_HOMO = -9.0 eV
Frontier orbital gap = 8.244 eV
ΔE to the lowest compared entry with this formula, charge and spin = 130.6 kcal/mol
Energy = -27772.03665 eV
Spin multiplicity = 1
E_LUMO = -0.720 eV

Last column: Mulliken charge in e.
Geometry (Å):
H1 0.61 0.82 1.97  0.262
F1 -0.66 -0.95 -0.33  -0.167
Cl1 0.45 -0.02 1.01  -0.182
Cl2 -0.14 0.48 -0.95  0.087


Record 12
The following is a quantum chemistry calculation of a structure of composition Cl2H2NO2P, from the Open Molecules 2025 dataset.

## Properties
E_HOMO (alpha / beta) = -9.7 / -8.9 eV
Frontier orbital gap (alpha / beta) = 8.169 / 7.702 eV
ΔE to the lowest compared entry with this formula, charge and spin = 61.8 kcal/mol
Energy = -39949.52996 eV
Spin multiplicity = 1
E_LUMO (alpha / beta) = -1.514 / -1.199 eV

Last column: Mulliken charge in e.
Geometry (Å):
N1 0.08 0.55 -0.50  -0.268
O1 2.35 -0.09 1.50  -0.469
O2 0.99 -0.20 -1.18  -0.353
P1 2.84 -0.11 0.18  0.877
Cl1 3.95 1.59 -0.23  -0.206
Cl2 4.08 -1.61 -0.22  -0.164
H1 0.18 1.54 -0.73  0.276
H2 -0.05 -0.01 0.28  0.308